This record from the OMol25 dataset describes 3 unconnected molecules or ions with the total composition CH2N4O2 in a non-equilibrium geometry. The level of theory is ωB97M-V/def2-TZVPD.

Each line ends with the Mulliken charge.
Atoms and positions in Å:
C: 0.32 -1.42 -0.62  0.7413
N: 0.25 0.27 1.53  -0.1594
N: -1.21 1.69 -1.46  0.0945
N: 0.14 0.47 0.31  -0.2110
N: -0.85 1.94 -2.45  -0.0847
O: -0.25 -1.19 -1.61  -0.3876
O: 0.90 -2.07 0.16  -0.4932
H: 0.17 0.99 2.38  0.2497
H: 0.53 -0.68 1.76  0.2505

Summary:
- LUMO level (eV) = -0.058
- net charge = 0
- HOMO-LUMO gap (eV) = 9.409
- ΔE to the lowest compared entry with this formula, charge and spin (kcal per mole) = 5.2